No. 1
Here is 2 unconnected molecules or ions with the total composition C3H3ClS from OMol25. Energies are from the ωB97M-V functional and the def2-TZVPD basis.

CARTESIAN COORDINATES (ANGSTROEM)
C  1.0741  0.8574  1.8757
C  1.4372  1.4548  0.8937
C  -0.6257  -1.5612  -0.6829
S  -0.4147  -0.7781  -1.9324
Cl  -2.4505  -0.2935  -2.7773
H  0.4749  0.1771  2.4039
H  1.8424  1.9701  0.0834
H  -1.3377  -1.8265  0.1359

Values from the calculation:
Orbital gap = 8.6 eV
Relative energy (zero: lowest compared OMol25 entry of this formula, charge and spin) = 82.1 kcal per mole

No. 2
Here is a molecular structure, C38H41ClN5O4P2Re from OMol25. Energies are from the ωB97M-V functional and the def2-TZVPD basis.

CARTESIAN COORDINATES (ANGSTROEM)
Re  0.8348  -0.5878  0.1328
N  0.0764  1.4796  1.2769
C  -1.0566  1.8702  0.4166
C  -1.8690  3.1143  0.8260
C  -1.1596  4.4003  1.3244
C  -1.3198  5.6390  0.4274
N  -0.4905  5.6114  -0.7691
C  0.4384  6.4746  -1.1390
N  1.1370  6.2178  -2.2580
N  0.7364  7.5640  -0.4336
C  -0.5022  1.8206  -1.0183
O  -0.5758  2.7388  -1.8021
O  0.0679  0.6763  -1.2939
H  -0.2490  1.2526  2.2117
H  0.7488  2.2368  1.3584
H  -1.7513  1.0267  0.4645
H  -2.5285  2.7727  1.6242
H  -2.5150  3.3556  -0.0207
H  -0.0983  4.2345  1.5303
H  -1.6142  4.6713  2.2768
H  -1.0925  6.5265  1.0132
H  -2.3623  5.7166  0.1155
H  -0.6460  4.7982  -1.3630
H  0.8271  5.4857  -2.8765
H  1.7226  6.9316  -2.6569
H  0.2176  7.8308  0.3829
H  1.4154  8.2234  -0.7738
Cl  1.2658  -2.8550  7.1882
C  1.4179  -2.4432  5.5400
C  2.6858  -2.2094  4.9864
C  2.8205  -1.8602  3.6648
C  1.6950  -1.7018  2.8420
O  1.8632  -1.3786  1.5700
C  0.4117  -1.9487  3.4017
C  -0.7848  -1.7821  2.6291
O  -0.8862  -1.2008  1.5385
C  0.2978  -2.3397  4.7389
H  3.5615  -2.3121  5.6138
H  3.7967  -1.6991  3.2256
H  -1.7001  -2.2041  3.0645
H  -0.6842  -2.5367  5.1531
C  0.8825  -1.8500  -3.9972
N  1.1638  -1.9819  -2.5540
P  2.3623  -1.0583  -1.7030
C  3.7926  -2.1216  -1.4511
C  4.1822  -3.0728  -2.3924
C  5.3747  -3.7551  -2.2216
C  6.1807  -3.4889  -1.1207
C  5.7874  -2.5487  -0.1787
C  4.5952  -1.8610  -0.3424
C  3.0311  0.2757  -2.7146
C  3.7144  -0.0127  -3.8981
C  4.4178  0.9881  -4.5442
C  4.4697  2.2654  -3.9997
C  3.7907  2.5522  -2.8245
C  3.0668  1.5611  -2.1804
P  -0.0422  -2.2565  -1.3787
C  -1.7084  -2.2262  -2.0261
C  -2.5958  -1.1825  -1.7759
C  -3.8967  -1.2691  -2.2414
C  -4.3081  -2.3871  -2.9554
C  -3.4187  -3.4238  -3.2123
C  -2.1197  -3.3559  -2.7416
C  0.2138  -3.8479  -0.5863
C  1.3681  -4.6020  -0.7807
C  1.5585  -5.7617  -0.0468
C  0.6099  -6.1646  0.8829
C  -0.5552  -5.4265  1.0622
C  -0.7558  -4.2674  0.3339
H  1.2270  -0.8853  -4.3642
H  -0.1901  -1.9175  -4.1695
H  1.3686  -2.6439  -4.5657
H  3.5561  -3.2908  -3.2511
H  5.6823  -4.4961  -2.9474
H  7.1195  -4.0117  -0.9978
H  6.4161  -2.3508  0.6793
H  4.2818  -1.1202  0.3848
H  3.7087  -1.0141  -4.3097
H  4.9440  0.7731  -5.4644
H  5.0526  3.0349  -4.4879
H  3.8437  3.5462  -2.3990
H  2.5407  1.7742  -1.2574
H  -2.2686  -0.3137  -1.2232
H  -4.5953  -0.4674  -2.0436
H  -5.3289  -2.4563  -3.3061
H  -3.7427  -4.2913  -3.7712
H  -1.4262  -4.1696  -2.9207
H  2.0932  -4.3051  -1.5181
H  2.4478  -6.3567  -0.2077
H  0.7592  -7.0698  1.4566
H  -1.3140  -5.7683  1.7538
H  -1.6736  -3.7000  0.4456

Values from the calculation:
Multiplicity = 2
Orbital gap (alpha / beta) = 5.8 / 6.3 eV
Total charge = +3
Relative energy (zero: lowest compared OMol25 entry of this formula, charge and spin) = 47.9 kcal per mole

No. 3
Here is a gas-phase ion, C3HO4 (charge -1) from OMol25. Energies are from the ωB97M-V functional and the def2-TZVPD basis.

CARTESIAN COORDINATES (ANGSTROEM)
C  1.2216  1.2552  -0.1384
C  -1.4635  1.1923  -0.1719
C  0.0659  0.3959  -0.2217
O  -2.3199  0.3404  -0.1162
O  1.8827  2.1513  -0.5770
O  -1.4134  2.3990  -0.1375
O  1.0641  0.5178  0.9146
H  0.1734  -0.5182  -0.7004

Values from the calculation:
SMILES string = O=C([O-])[C@@H]1OC1=O
Orbital gap = 8.5 eV
Total charge = -1
Relative energy (zero: lowest compared OMol25 entry of this formula, charge and spin) = 19.8 kcal per mole

No. 4
Here is a molecular structure, C33H40HgN8O2S4SbTe from OMol25. Energies are from the ωB97M-V functional and the def2-TZVPD basis.

CARTESIAN COORDINATES (ANGSTROEM)
Hg  -0.0034  3.3151  -0.4350
S  -2.2492  4.4600  3.4390
Sb  -1.5821  5.5964  1.5479
S  0.8066  4.8994  1.2291
S  -2.2899  4.0990  -0.3130
O  -5.4171  -3.9317  1.2690
C  -5.9199  -2.6591  0.9050
C  -4.7963  -1.6973  0.6375
C  -5.0827  -0.3638  0.3836
C  -4.0315  0.4966  0.1183
N  -2.7643  0.1023  0.0763
C  -2.4770  -1.1752  0.3275
C  -3.4739  -2.1030  0.6297
C  -1.0402  -1.5539  0.2747
C  -0.6149  -2.8294  0.6462
C  0.7379  -3.1343  0.6586
C  1.1848  -4.5504  0.9088
O  0.6691  -5.4381  -0.0763
C  1.6447  -2.1375  0.3406
C  1.1518  -0.9161  -0.0765
N  -0.1419  -0.6339  -0.1436
H  -6.1570  -4.5295  1.3968
H  -6.5507  -2.2464  1.7016
H  -6.5309  -2.7316  -0.0040
H  -6.1007  0.0046  0.3970
H  -4.1901  1.5542  -0.0633
H  -3.2407  -3.1332  0.8538
H  -1.3348  -3.5918  0.9113
H  0.7995  -4.9181  1.8612
H  2.2795  -4.5950  0.9330
H  0.7873  -5.0267  -0.9392
H  2.7108  -2.3131  0.3949
H  1.8143  -0.1151  -0.3906
C  -0.7074  -1.0133  5.8433
C  -1.8256  -0.2024  5.1887
C  -2.4573  -0.9517  4.0173
C  -1.3295  1.1805  4.7487
N  -0.5049  1.1513  3.5643
C  -0.8072  1.5859  2.3314
N  0.2746  1.5061  1.5939
N  1.2376  1.0202  2.3951
N  0.7878  0.8076  3.5738
H  -1.0538  -2.0166  6.1005
H  -0.3699  -0.5253  6.7592
H  0.1475  -1.1009  5.1721
H  -2.6008  -0.0169  5.9388
H  -1.7021  -1.2252  3.2768
H  -3.2075  -0.3287  3.5258
H  -2.9428  -1.8674  4.3589
H  -0.7450  1.6385  5.5476
H  -2.1612  1.8473  4.5243
H  -1.7774  1.9196  2.0082
C  5.5384  1.1675  -1.1770
N  4.7546  1.6359  -0.0670
C  5.3393  1.7271  1.2628
C  4.2731  2.4981  2.0460
N  3.5241  3.1336  0.9761
C  3.7309  2.5339  -0.1946
S  2.8807  2.8056  -1.6088
H  6.4712  1.7365  -1.2749
H  4.9435  1.2921  -2.0795
H  5.7841  0.1110  -1.0505
H  6.2925  2.2726  1.2235
H  5.5247  0.7356  1.6790
H  4.6832  3.2417  2.7278
H  3.6201  1.8195  2.5997
H  2.6860  3.6912  1.1600
Te  -0.6435  0.9409  -2.2510
C  -0.6371  1.7168  -4.2849
C  0.1619  2.7683  -4.7193
C  0.1734  3.1380  -6.0576
C  -0.6304  2.4766  -6.9740
C  -1.4377  1.4307  -6.5495
C  -1.4343  1.0553  -5.2151
C  0.8128  -0.4375  -3.0076
C  1.9780  -0.0102  -3.6327
C  2.8885  -0.9305  -4.1304
C  2.6535  -2.2915  -4.0000
C  1.4904  -2.7271  -3.3817
C  0.5714  -1.8044  -2.9044
H  0.7841  3.3004  -4.0073
H  0.8238  3.9380  -6.3897
H  -0.6324  2.7774  -8.0143
H  -2.0588  0.8991  -7.2601
H  -2.0559  0.2323  -4.8789
H  2.1858  1.0477  -3.7106
H  3.7901  -0.5838  -4.6209
H  3.3657  -3.0109  -4.3845
H  1.2980  -3.7892  -3.2761
H  -0.3460  -2.1501  -2.4407

Values from the calculation:
Orbital gap = 5.4 eV
Total charge = -1
Relative energy (zero: lowest compared OMol25 entry of this formula, charge and spin) = 0.0 kcal per mole